DFT (the ωB97M-V functional and the def2-TZVPD basis) results for a structure of composition C6H18BF6MgNO7S2.

The spin multiplicity is 1. The calculation puts the calculated total energy at -2441.711953 Ha. The calculation puts the HOMO energy at -11.42 eV. The max |F| comes out at 6.8 eV/Å.

Cartesian coordinates (Å):
Mg 0.08 0.74 0.21
N 0.43 0.99 2.58
S -0.85 0.67 3.38
O -1.92 1.12 2.50
O -0.92 1.07 4.77
F -1.14 -0.79 3.39
S 1.83 0.72 3.23
O 2.37 -0.56 2.89
O 2.20 1.22 4.52
F 2.73 1.68 2.21
B 0.85 1.67 -2.22
F 2.04 1.52 -2.80
F 0.25 0.30 -1.96
F 0.90 2.20 -0.83
F -0.12 2.34 -2.89
C -1.46 -2.47 -1.21
C -0.45 -2.26 -0.12
O -0.73 -1.05 0.64
H -1.63 -1.53 -1.76
H -2.34 -2.83 -0.73
H -1.25 -3.32 -1.85
H 0.57 -2.06 -0.54
H -0.30 -3.06 0.62
H -1.58 -1.09 1.08
C 3.40 -1.34 -1.45
C 3.04 -0.14 -0.55
O 1.86 -0.47 0.14
H 4.38 -1.25 -1.99
H 2.58 -1.48 -2.17
H 3.45 -2.22 -0.81
H 2.93 0.75 -1.18
H 3.80 0.16 0.19
H 2.08 -0.68 1.08
C -3.79 0.83 -1.00
C -2.52 1.63 -1.36
O -1.66 1.72 -0.14
H -4.48 0.83 -1.80
H -4.16 1.10 -0.03
H -3.53 -0.25 -0.88
H -2.77 2.66 -1.64
H -2.02 1.18 -2.16
H -2.20 1.76 0.65

Atomic partial charges in e from the natural (NBO) method, atoms 1 to 4: number 1, Mg, carries 1.819; number 2, N, carries -1.309; number 3, S, carries 2.547; number 4, O, carries -1.022

***

DFT (the ωB97M-V functional and the def2-TZVPD basis) results for a structure of composition C6H18BO7Zr.

Its charge is -3. The spin multiplicity is 1. The calculation puts the calculated total energy at -837.749553 Ha. The calculation puts the HOMO energy at 2.92 eV. The max |F| comes out at 5.6 eV/Å.

Cartesian coordinates (Å):
Zr 0.56 -0.11 -0.58
B 0.77 -0.96 -2.84
H 0.84 -1.52 -1.86
H 1.83 -0.64 -3.19
H 0.28 -1.69 -3.59
H 0.13 -0.05 -2.61
O 0.50 0.71 1.42
C 0.10 1.23 2.67
C -1.37 1.65 2.96
O -1.77 2.92 2.59
H 0.77 2.08 2.89
H 0.43 0.47 3.42
H -1.42 1.59 4.07
H -2.04 0.92 2.48
O -4.64 -1.13 -0.69
C -3.75 -1.75 0.16
C -2.31 -2.07 -0.26
O -1.36 -1.05 -0.48
H -4.24 -2.68 0.54
H -3.67 -1.12 1.08
H -2.42 -2.71 -1.15
H -1.81 -2.73 0.48
O 0.75 2.01 -1.44
C 2.09 2.41 -1.35
C 3.18 1.34 -1.31
O 2.76 0.20 -0.65
H 2.28 2.97 -0.41
H 2.30 3.26 -2.03
H 4.12 1.81 -0.95
H 3.56 1.16 -2.34
O 1.04 -1.96 0.70
H 0.80 -2.87 0.88
H 1.68 -1.71 1.39

Atomic partial charges in e from the natural (NBO) method, atoms 1 to 4: number 1, Zr, carries 2.318; number 2, B, carries -0.600; number 3, H, carries -0.083; number 4, H, carries -0.002

***

DFT (the ωB97M-V functional and the def2-TZVPD basis) results for a structure of composition C6H18Ca2F2O3.

Its charge is +2. The spin multiplicity is 1. The calculation puts the calculated total energy at -2019.695734 Ha. The calculation puts the HOMO energy at -14.90 eV. The max |F| comes out at 2.3 eV/Å.

Cartesian coordinates (Å):
Ca -0.82 1.64 0.55
Ca 0.70 1.45 -2.77
F 0.38 0.17 -0.85
F -0.84 2.54 -1.56
C -4.07 -0.85 -1.44
C -3.10 0.25 -1.13
O -3.04 0.56 0.28
H -3.69 -1.86 -1.23
H -4.41 -0.97 -2.47
H -4.95 -0.70 -0.82
H -3.28 1.19 -1.67
H -2.07 -0.04 -1.38
H -3.88 0.96 0.54
C 2.74 2.17 2.58
C 2.18 3.28 1.71
O 1.31 2.75 0.65
H 3.59 2.50 3.18
H 3.24 1.44 1.92
H 2.02 1.67 3.23
H 3.01 3.78 1.22
H 1.56 3.91 2.34
H 1.88 2.68 -0.12
C 0.65 -3.80 -0.51
C 1.95 -3.06 -0.23
O 1.75 -1.93 0.61
H -0.12 -3.22 -1.04
H 0.06 -4.15 0.33
H 0.85 -4.65 -1.18
H 2.43 -2.74 -1.15
H 2.62 -3.76 0.27
H 1.36 -1.20 0.14

Atomic partial charges in e from the natural (NBO) method, atoms 1 to 4: number 1, Ca, carries 1.905; number 2, Ca, carries 1.925; number 3, F, carries -0.935; number 4, F, carries -0.931

***

DFT (the ωB97M-V functional and the def2-TZVPD basis) results for a structure of composition C6H18Cl2N9O3RbS.

The calculation puts the relative energy (zero: lowest compared OMol25 entry of this formula, charge and spin) at 99.9 kJ/mol. The spin multiplicity is 1. The calculation puts the calculated total energy at -2300.607059 Ha. The calculation puts the HOMO energy at -7.54 eV. The max |F| comes out at 1.4 eV/Å.

Cartesian coordinates (Å):
Rb 0.35 0.24 -0.92
N -0.85 -1.98 2.00
N -2.02 -1.24 2.26
C -2.24 -0.04 1.55
O -3.04 0.76 2.08
O -1.62 0.10 0.47
H -1.06 -2.97 2.08
H -0.12 -1.75 2.66
H -2.31 -1.17 3.22
C -3.15 -1.88 -1.65
C -1.85 -2.62 -1.45
O -0.83 -2.18 -2.37
H -3.89 -2.22 -0.92
H -3.56 -2.06 -2.65
H -3.01 -0.81 -1.50
H -1.99 -3.70 -1.56
H -1.45 -2.43 -0.46
H -1.18 -2.26 -3.27
Cl -1.83 2.20 -2.02
C -0.82 2.76 -3.36
Cl 0.43 1.55 -3.78
H -0.31 3.66 -3.06
H -1.44 2.92 -4.23
N -1.54 3.08 1.27
C -0.56 2.96 2.17
N -0.90 2.32 3.30
S 1.01 3.56 1.91
H -2.31 2.41 1.31
H -1.25 3.43 0.37
H -1.75 1.76 3.32
H -0.16 2.14 3.95
N 5.14 -1.46 -2.24
N 4.58 -0.50 -1.40
N 5.22 0.03 -0.39
C 4.27 0.79 0.15
N 3.12 0.70 -0.53
N 3.33 -0.14 -1.52
H 6.14 -1.44 -2.02
H 5.00 -1.13 -3.19
H 4.41 1.40 1.02

Atomic partial charges in e from the natural (NBO) method, atoms 1 to 4: number 1, Rb, carries 0.918; number 2, N, carries -0.658; number 3, N, carries -0.527; number 4, C, carries 0.879

***

DFT (the ωB97M-V functional and the def2-TZVPD basis) results for a cluster of 4 separate species, C6H18FO3S3 in total.

Its charge is -1. The calculation puts the relative energy (zero: lowest compared OMol25 entry of this formula, charge and spin) at 60.9 kJ/mol. The spin multiplicity is 1. The calculation puts the calculated total energy at -1759.477049 Ha. The calculation puts the HOMO energy at -4.50 eV. The max |F| comes out at 1.5 eV/Å.

Cartesian coordinates (Å):
F -16.81 26.50 -32.53
C -14.59 27.24 -34.92
S -13.73 28.75 -34.40
O -14.82 29.71 -33.98
C -13.00 27.95 -32.93
H -15.17 27.48 -35.81
H -15.27 26.90 -34.13
H -13.84 26.49 -35.18
H -12.38 28.63 -32.36
H -12.42 27.12 -33.35
H -13.77 27.53 -32.27
C -12.46 23.40 -33.30
S -13.76 22.67 -32.30
O -13.56 23.02 -30.87
C -15.13 23.69 -32.91
H -12.69 23.37 -34.36
H -11.54 22.89 -33.05
H -12.34 24.45 -33.00
H -15.02 24.77 -32.80
H -16.05 23.45 -32.38
H -15.29 23.43 -33.96
C -19.16 28.15 -27.52
S -18.94 27.91 -29.33
O -18.03 29.00 -29.75
C -17.96 26.38 -29.28
H -20.12 27.76 -27.19
H -19.12 29.20 -27.22
H -18.36 27.56 -27.08
H -17.60 26.21 -30.31
H -18.58 25.51 -29.08
H -17.13 26.48 -28.58

Atomic partial charges in e from the natural (NBO) method, atoms 1 to 4: number 1, F, carries -0.967; number 2, C, carries -0.850; number 3, S, carries 1.194; number 4, O, carries -0.964

***

DFT (the ωB97M-V functional and the def2-TZVPD basis) results for a structure of composition C6H18KO6.

Its charge is +1. The calculation puts the relative energy (zero: lowest compared OMol25 entry of this formula, charge and spin) at 34.1 kJ/mol. The spin multiplicity is 1. The calculation puts the calculated total energy at -1290.575862 Ha. The calculation puts the HOMO energy at -13.54 eV. The max |F| comes out at 0.9 eV/Å.

Cartesian coordinates (Å):
K 1.12 -0.46 0.11
C -1.73 1.43 -1.84
C -2.35 1.38 -0.49
O -1.53 0.48 0.29
O -1.65 0.14 -2.44
H -0.72 1.86 -1.76
H -2.31 2.08 -2.50
H -3.39 1.01 -0.51
H -2.41 2.36 -0.02
H -1.91 0.43 1.17
H -1.77 -0.52 -1.75
C 1.37 0.88 3.39
C 0.59 1.50 4.49
O -0.67 1.85 3.91
O 0.84 -0.38 3.00
H 2.42 0.77 3.65
H 1.38 1.61 2.56
H 1.13 2.35 4.91
H 0.43 0.79 5.32
H -1.26 2.19 4.60
H -0.12 -0.28 3.03
C 1.35 -1.82 -3.63
C 0.49 -2.66 -2.67
O 1.07 -2.74 -1.38
O 2.02 -0.76 -2.93
H 0.71 -1.35 -4.37
H 2.08 -2.41 -4.20
H 0.30 -3.65 -3.09
H -0.46 -2.14 -2.57
H 2.01 -2.95 -1.47
H 2.94 -1.01 -2.80

Atomic partial charges in e from the natural (NBO) method, atoms 1 to 4: number 1, K, carries 0.971; number 2, C, carries -0.087; number 3, C, carries -0.101; number 4, O, carries -0.787

***

DFT (the ωB97M-V functional and the def2-TZVPD basis) results for a cluster of 2 separate species, C6H18N2O in total.

The calculation puts the relative energy (zero: lowest compared OMol25 entry of this formula, charge and spin) at 54.2 kJ/mol. The spin multiplicity is 1. The calculation puts the calculated total energy at -424.129201 Ha. The calculation puts the HOMO energy at -8.52 eV. As for the structure (SMILES): CCCNCCNC.O. The max |F| comes out at 0.8 eV/Å.

Cartesian coordinates (Å):
C 0.09 -0.29 -2.78
C 0.40 1.19 -2.58
C 0.69 1.58 -1.13
N -0.55 1.67 -0.37
C -0.55 1.28 1.05
C -1.40 0.03 1.38
N -0.67 -1.24 1.40
C -0.14 -1.52 2.74
H -0.64 -0.65 -2.05
H -0.31 -0.48 -3.77
H 0.98 -0.89 -2.64
H -0.41 1.81 -2.98
H 1.27 1.46 -3.20
H 1.17 2.56 -1.10
H 1.38 0.87 -0.68
H -1.32 1.22 -0.84
H -0.98 2.13 1.59
H 0.46 1.12 1.43
H -2.17 -0.03 0.61
H -1.90 0.22 2.33
H -1.27 -2.00 1.14
H -0.89 -1.57 3.53
H 0.55 -0.72 3.01
H 0.43 -2.45 2.71
O 2.08 -2.13 0.44
H 2.54 -1.33 0.19
H 1.16 -1.85 0.58

Atomic partial charges in e from the natural (NBO) method, atoms 1 to 4: number 1, C, carries -0.611; number 2, C, carries -0.408; number 3, C, carries -0.202; number 4, N, carries -0.640

***

DFT (the ωB97M-V functional and the def2-TZVPD basis) results for a cluster of 3 separate species, C6H18N2O2 in total.

The calculation puts the relative energy (zero: lowest compared OMol25 entry of this formula, charge and spin) at 181.0 kJ/mol. The spin multiplicity is 1. The calculation puts the calculated total energy at -499.323311 Ha. The calculation puts the HOMO energy at -9.21 eV. As for the structure (SMILES): [H]/N=C/NCCCCC.O.O. The max |F| comes out at 3.5 eV/Å.

Cartesian coordinates (Å):
H 3.01 0.15 2.17
N 2.13 0.46 2.53
C 1.23 0.34 1.65
N 0.02 1.03 1.76
C -1.19 0.35 1.14
C -1.11 -1.13 0.83
C -2.30 -1.59 -0.05
C -2.17 -1.67 -1.64
C -1.55 -0.64 -2.51
H 1.27 0.00 0.59
H -0.09 1.44 2.67
H -1.36 0.93 0.15
H -2.26 0.51 1.62
H -1.09 -1.70 1.79
H -0.08 -1.39 0.47
H -2.63 -2.58 0.29
H -3.12 -0.90 0.14
H -1.72 -2.61 -1.71
H -3.27 -1.73 -2.05
H -0.48 -0.75 -2.72
H -1.43 0.36 -2.13
H -1.97 -0.59 -3.49
O 0.75 2.82 -2.09
H -0.20 2.87 -2.18
H 0.76 2.28 -1.27
O 3.47 -0.39 -0.46
H 4.07 0.03 -1.04
H 3.82 -0.18 0.46

Atomic partial charges in e from the natural (NBO) method, atoms 1 to 4: number 1, H, carries 0.319; number 2, N, carries -0.698; number 3, C, carries 0.270; number 4, N, carries -0.627

***

Q: Which of these has the lowest calculated total energy?
A: C6H18BF6MgNO7S2

***

Please write out number 5 again, unchanged.
DFT (the ωB97M-V functional and the def2-TZVPD basis) results for a cluster of 4 separate species, C6H18FO3S3 in total.

Its charge is -1. The calculation puts the relative energy (zero: lowest compared OMol25 entry of this formula, charge and spin) at 60.9 kJ/mol. The spin multiplicity is 1. The calculation puts the calculated total energy at -1759.477049 Ha. The calculation puts the HOMO energy at -4.50 eV. The max |F| comes out at 1.5 eV/Å.

Cartesian coordinates (Å):
F -16.81 26.50 -32.53
C -14.59 27.24 -34.92
S -13.73 28.75 -34.40
O -14.82 29.71 -33.98
C -13.00 27.95 -32.93
H -15.17 27.48 -35.81
H -15.27 26.90 -34.13
H -13.84 26.49 -35.18
H -12.38 28.63 -32.36
H -12.42 27.12 -33.35
H -13.77 27.53 -32.27
C -12.46 23.40 -33.30
S -13.76 22.67 -32.30
O -13.56 23.02 -30.87
C -15.13 23.69 -32.91
H -12.69 23.37 -34.36
H -11.54 22.89 -33.05
H -12.34 24.45 -33.00
H -15.02 24.77 -32.80
H -16.05 23.45 -32.38
H -15.29 23.43 -33.96
C -19.16 28.15 -27.52
S -18.94 27.91 -29.33
O -18.03 29.00 -29.75
C -17.96 26.38 -29.28
H -20.12 27.76 -27.19
H -19.12 29.20 -27.22
H -18.36 27.56 -27.08
H -17.60 26.21 -30.31
H -18.58 25.51 -29.08
H -17.13 26.48 -28.58

Atomic partial charges in e from the natural (NBO) method, atoms 1 to 4: number 1, F, carries -0.967; number 2, C, carries -0.850; number 3, S, carries 1.194; number 4, O, carries -0.964

***

Copy entry 6 word for word.
DFT (the ωB97M-V functional and the def2-TZVPD basis) results for a structure of composition C6H18KO6.

Its charge is +1. The calculation puts the relative energy (zero: lowest compared OMol25 entry of this formula, charge and spin) at 34.1 kJ/mol. The spin multiplicity is 1. The calculation puts the calculated total energy at -1290.575862 Ha. The calculation puts the HOMO energy at -13.54 eV. The max |F| comes out at 0.9 eV/Å.

Cartesian coordinates (Å):
K 1.12 -0.46 0.11
C -1.73 1.43 -1.84
C -2.35 1.38 -0.49
O -1.53 0.48 0.29
O -1.65 0.14 -2.44
H -0.72 1.86 -1.76
H -2.31 2.08 -2.50
H -3.39 1.01 -0.51
H -2.41 2.36 -0.02
H -1.91 0.43 1.17
H -1.77 -0.52 -1.75
C 1.37 0.88 3.39
C 0.59 1.50 4.49
O -0.67 1.85 3.91
O 0.84 -0.38 3.00
H 2.42 0.77 3.65
H 1.38 1.61 2.56
H 1.13 2.35 4.91
H 0.43 0.79 5.32
H -1.26 2.19 4.60
H -0.12 -0.28 3.03
C 1.35 -1.82 -3.63
C 0.49 -2.66 -2.67
O 1.07 -2.74 -1.38
O 2.02 -0.76 -2.93
H 0.71 -1.35 -4.37
H 2.08 -2.41 -4.20
H 0.30 -3.65 -3.09
H -0.46 -2.14 -2.57
H 2.01 -2.95 -1.47
H 2.94 -1.01 -2.80

Atomic partial charges in e from the natural (NBO) method, atoms 1 to 4: number 1, K, carries 0.971; number 2, C, carries -0.087; number 3, C, carries -0.101; number 4, O, carries -0.787

***

Q: The highest calculated total energy belongs to which entry?
A: C6H18N2O